The following is a quantum chemistry calculation of 5 unconnected molecules or ions with the total composition C21H36F8O9S4, from OMol25.

Max |F|   5.4 eV/A
Relative energy (zero: lowest compared OMol25 entry of this formula, charge and spin)   91.83 kcal per mole
SMILES   FC(F)C(F)(F)COC(F)(F)C(F)F.O=S1(=O)CCCC1.O=S1(=O)CCCC1.O=S1(=O)CCCC1.O=S1(=O)CCCC1
HOMO-LUMO gap   0.38493 Ha

Each line ends with the Mulliken charge.
Geometry (Å):
F  -2.078  -4.249  10.428  -0.25
C  -1.903  -4.851  9.282  0.07
F  -2.019  -3.914  8.299  -0.26
C  -0.723  -5.812  9.345  0.92
F  -1.130  -6.764  8.611  -0.27
F  -0.480  -6.199  10.571  -0.30
C  0.526  -5.192  8.625  -0.59
O  1.859  -5.756  8.832  -0.37
C  3.101  -5.189  8.183  0.79
F  3.212  -3.878  8.352  -0.27
F  4.134  -5.677  8.878  -0.25
C  3.053  -5.581  6.653  0.21
F  1.899  -5.196  6.023  -0.21
F  4.214  -5.297  5.984  -0.25
H  -2.890  -5.310  9.211  0.25
H  0.617  -4.260  9.182  0.29
H  0.247  -5.164  7.571  0.30
H  3.060  -6.671  6.660  0.22
O  4.602  -5.141  -12.476  -0.65
S  3.918  -4.276  -11.511  1.06
O  3.783  -4.754  -10.157  -0.63
C  4.805  -2.708  -11.413  -0.74
C  3.697  -1.628  -11.150  -0.57
C  2.545  -1.991  -12.204  -0.63
C  2.306  -3.550  -12.133  -0.62
H  5.059  -2.558  -12.462  0.32
H  5.777  -2.813  -10.930  0.44
H  3.453  -1.790  -10.101  0.32
H  4.113  -0.638  -11.342  0.34
H  2.799  -1.639  -13.203  0.32
H  1.617  -1.504  -11.905  0.31
H  2.011  -4.091  -13.032  0.38
H  1.544  -3.902  -11.438  0.34
O  -8.272  5.403  -4.166  -0.62
S  -7.146  5.642  -5.078  1.02
O  -7.075  6.887  -5.832  -0.61
C  -5.548  5.467  -4.054  -0.80
C  -4.488  4.602  -4.846  -0.56
C  -5.305  3.527  -5.490  -0.55
C  -6.645  4.141  -6.109  -0.70
H  -5.956  4.934  -3.195  0.36
H  -5.120  6.407  -3.706  0.43
H  -3.796  5.221  -5.416  0.33
H  -3.743  4.179  -4.171  0.33
H  -5.538  2.716  -4.799  0.30
H  -4.653  3.105  -6.255  0.30
H  -7.479  3.479  -6.343  0.43
H  -6.516  4.602  -7.088  0.34
O  2.265  0.198  0.528  -0.61
S  3.529  0.284  -0.136  1.04
O  4.738  0.561  0.670  -0.64
C  3.840  -1.111  -1.361  -0.61
C  3.832  -0.478  -2.734  -0.64
C  3.062  0.851  -2.869  -0.42
C  3.371  1.550  -1.570  -0.92
H  2.938  -1.720  -1.300  0.29
H  4.730  -1.567  -0.926  0.41
H  4.879  -0.402  -3.028  0.30
H  3.286  -1.093  -3.450  0.33
H  1.973  0.849  -2.825  0.30
H  3.455  1.520  -3.635  0.31
H  2.818  2.451  -1.302  0.48
H  4.432  1.783  -1.483  0.38
O  -2.565  4.047  10.872  -0.63
S  -3.124  4.655  9.648  1.03
O  -4.367  5.401  9.693  -0.62
C  -1.672  5.569  8.737  -0.66
C  -0.955  4.403  7.985  -0.59
C  -2.092  3.593  7.368  -0.81
C  -3.108  3.224  8.486  -0.58
H  -0.983  5.903  9.512  0.34
H  -2.063  6.505  8.337  0.39
H  -0.232  4.829  7.290  0.38
H  -0.311  3.660  8.453  0.29
H  -1.811  2.649  6.903  0.38
H  -2.612  4.120  6.568  0.34
H  -2.727  2.360  9.029  0.40
H  -3.977  3.033  7.855  0.34